An isolated molecule of C4H10N2O at a distorted geometry, computed with the ωB97M-V functional and the def2-TZVPD basis.

Cartesian coordinates (Å):
C: -0.7251 -1.5503 -0.2032
C: -0.1780 -0.1735 -0.4294
C: -0.4677 0.9111 0.6599
N: -1.9121 0.9020 0.8027
N: 1.4139 -0.4235 -0.5124
C: 2.3366 0.5869 -0.7988
O: 1.9370 1.7177 -0.8174
H: 0.0467 -2.2659 -0.0253
H: -1.3350 -1.8284 -1.0302
H: -1.2757 -1.6171 0.7982
H: -0.3437 0.2619 -1.4584
H: 0.1957 0.6037 1.5076
H: -0.1828 1.9382 0.2478
H: -2.0912 1.8693 1.2687
H: -2.3447 0.1880 1.3952
H: 1.5714 -1.3760 -0.3203
H: 3.3546 0.2558 -1.0849

Results
Orbital gap, eV: 10.25
ΔE to the lowest compared entry with this formula, charge and spin, kJ/mol: 207.2
Total charge: 0
E_HOMO, eV: -9.3307
SMILES string: C[C@@H](CN)NC=O

Quick look at the Löwdin charges, all values in e: C -0.06; C -0.30; C -0.28; N -0.04; N 0.04; C -0.36; O 0.01; H 0.05; H 0.07; H 0.10; H 0.15; H 0.12; H 0.13; H 0.11; H 0.06; H 0.07; H 0.13